Molecular formula: H22O11
Method: DFT, ωB97M-V with the def2-TZVPD basis set

```
! RIJCOSX wB97M-V def2-TZVPD def2/J DEFGRID3
* xyz 0 1
O 1.11 1.64 -1.49
H 1.56 2.18 -2.15
H 0.52 2.24 -1.05
O 0.09 -1.98 -1.39
H 0.79 -1.67 -1.97
H 0.07 -1.36 -0.67
O 0.04 0.12 -0.25
H 0.09 0.89 -0.80
H -0.86 0.10 0.07
O -1.19 1.68 -1.11
H -2.02 1.20 -1.09
H -1.41 2.55 -0.78
O -2.05 -0.58 -1.47
H -2.89 -0.65 -1.93
H -1.92 -1.44 -1.09
O -0.05 -0.78 1.57
H 0.13 -1.71 1.70
H -0.90 -0.76 1.14
O 2.81 0.30 -0.79
H 2.08 0.92 -0.82
H 2.42 -0.53 -0.53
O 1.95 -1.57 0.06
H 1.41 -0.83 0.32
H 2.57 -1.68 0.78
O -1.89 -0.25 0.79
H -2.31 0.12 1.57
H -2.59 -0.73 0.35
O 1.75 0.16 1.24
H 1.54 0.78 0.54
H 0.92 -0.26 1.45
O -0.53 1.01 2.67
H -0.97 0.39 3.24
H -0.26 0.49 1.91
*
```

The molar mass is 198.2 g/mol. The calculation puts the energy relative to the best compared isomer or geometry (same formula, charge and spin) at 393.1 kcal/mol. The value obtained for the electronic energy is -840.25363 a.u.

Mulliken population analysis, charges in e, atoms 1 to 8:
1 O -0.6667
2 H 0.3559
3 H 0.2132
4 O -0.7180
5 H 0.3104
6 H 0.7571
7 O -0.7749
8 H 0.6630


Molecular formula: H22O11
Method: DFT, ωB97M-V with the def2-TZVPD basis set

```
! RIJCOSX wB97M-V def2-TZVPD def2/J DEFGRID3
* xyz 0 1
O 3.61 -1.72 0.11
H 3.43 -1.27 -0.72
H 2.78 -2.20 0.30
O -2.65 -1.14 -0.60
H -2.15 -1.38 0.20
H -3.40 -1.71 -0.50
O -1.83 -2.23 1.59
H -2.08 -1.38 2.03
H -2.09 -2.91 2.21
O -2.12 0.41 2.41
H -2.05 0.42 3.40
H -1.29 0.28 1.99
O 0.00 0.91 -2.32
H 0.85 0.61 -2.47
H -0.40 0.64 -3.09
O 1.14 -2.48 1.17
H 0.22 -2.76 1.37
H 1.71 -2.68 1.89
O 0.07 -0.07 0.52
H 0.44 -0.94 0.60
H -0.10 0.09 -0.41
O 2.08 1.82 0.36
H 1.48 1.22 0.75
H 1.64 2.66 0.30
O -2.60 1.80 -0.36
H -2.65 1.92 -1.32
H -2.41 0.87 -0.23
O -0.26 3.40 -1.24
H -0.12 2.65 -1.80
H 0.56 3.87 -1.42
O 2.61 0.03 -1.64
H 2.24 0.74 -1.07
H 3.36 0.55 -2.00
*
```

Its SMILES is O.O.O.O.O.O.O.O.O.O.O. The molar mass is 198.2 g/mol. The calculation puts the energy relative to the best compared isomer or geometry (same formula, charge and spin) at 31.4 kcal/mol. The value obtained for the electronic energy is -840.83012 a.u.

Mulliken population analysis, charges in e, atoms 1 to 8:
1 O -0.6583
2 H 0.3633
3 H 0.3650
4 O -0.6581
5 H 0.4426
6 H 0.2712
7 O -0.7100
8 H 0.4133


Molecular formula: H22O11
Method: DFT, ωB97M-V with the def2-TZVPD basis set

```
! RIJCOSX wB97M-V def2-TZVPD def2/J DEFGRID3
* xyz 0 1
O -23.21 -1.66 39.11
H -22.70 -1.44 38.33
H -23.04 -0.94 39.72
O -21.52 -1.21 37.71
H -20.97 -1.89 37.31
H -20.89 -0.58 38.08
O -21.77 3.91 38.08
H -21.98 3.52 37.24
H -21.09 3.36 38.45
O -22.71 -0.01 40.49
H -21.95 -0.38 40.92
H -22.84 0.85 40.90
O -25.11 1.65 37.77
H -25.46 0.76 37.85
H -24.20 1.53 37.49
O -21.93 1.31 35.34
H -22.19 0.45 34.99
H -20.98 1.27 35.38
O -21.03 1.53 39.61
H -21.90 1.55 40.01
H -20.49 2.09 40.17
O -22.87 1.27 37.71
H -22.12 1.28 37.11
H -22.52 0.89 38.52
O -21.68 3.55 35.93
H -21.58 2.60 35.85
H -21.88 3.85 35.04
O -24.00 1.73 35.17
H -24.21 1.04 35.80
H -23.10 1.98 35.39
O -23.39 2.70 39.46
H -23.24 2.13 38.70
H -23.22 3.58 39.13
*
```

The molar mass is 198.2 g/mol. The calculation puts the energy relative to the best compared isomer or geometry (same formula, charge and spin) at 221.3 kcal/mol. The value obtained for the electronic energy is -840.52747 a.u.

Mulliken population analysis, charges in e, atoms 1 to 8:
1 O -0.9176
2 H 0.3767
3 H 0.4783
4 O -0.5151
5 H 0.2668
6 H 0.2454
7 O -0.7689
8 H 0.5658


Molecular formula: H22O11
Method: DFT, ωB97M-V with the def2-TZVPD basis set

```
! RIJCOSX wB97M-V def2-TZVPD def2/J DEFGRID3
* xyz 0 1
O -13.73 10.53 -7.33
H -13.43 9.63 -7.26
H -14.15 10.71 -6.49
O -11.16 9.16 -5.79
H -10.78 10.03 -5.63
H -11.83 9.07 -5.11
O -10.19 6.27 -7.35
H -10.02 5.42 -7.76
H -10.48 6.06 -6.47
O -12.74 4.36 -6.92
H -12.26 4.60 -6.12
H -13.26 3.60 -6.66
O -13.44 8.24 -3.94
H -13.58 8.31 -4.89
H -13.68 7.34 -3.73
O -13.94 4.99 -9.24
H -14.60 4.34 -9.45
H -13.55 4.68 -8.42
O -16.05 6.03 -6.14
H -16.64 6.69 -5.78
H -15.65 5.61 -5.38
O -17.00 4.93 -8.42
H -16.45 5.24 -7.70
H -17.79 4.60 -7.99
O -13.62 7.49 -6.67
H -14.43 7.00 -6.81
H -12.92 6.83 -6.74
O -11.58 5.68 -4.89
H -11.81 6.51 -4.47
H -11.27 5.12 -4.18
O -11.58 8.61 -8.59
H -11.52 8.89 -7.68
H -11.32 7.69 -8.58
*
```

Its SMILES is O.O.O.O.O.O.O.O.O.O.O. The molar mass is 198.2 g/mol. The calculation puts the energy relative to the best compared isomer or geometry (same formula, charge and spin) at 34.8 kcal/mol. The value obtained for the electronic energy is -840.82461 a.u.

Mulliken population analysis, charges in e, atoms 1 to 8:
1 O -0.6598
2 H 0.3335
3 H 0.3138
4 O -0.5503
5 H 0.2763
6 H 0.3044
7 O -0.5788
8 H 0.2958


Molecular formula: H23O12
Method: DFT, ωB97M-V with the def2-TZVPD basis set

```
! RIJCOSX wB97M-V def2-TZVPD def2/J DEFGRID3
* xyz -1 1
O -1.75 0.99 0.56
H 1.80 -1.84 0.83
H 0.92 -0.24 -0.69
O 0.16 -2.76 -3.61
H 0.96 -2.61 -3.08
H -0.21 -1.85 -3.58
O -3.37 -2.54 -0.89
H -2.79 -1.85 -1.30
O 0.07 -0.54 -1.04
H -1.97 0.81 -0.57
H -0.51 0.17 -0.54
O 1.15 -1.64 1.60
H -2.19 -0.77 1.72
H 2.03 3.56 0.24
O -2.25 -1.22 2.58
H -1.48 -1.79 2.58
H -3.62 -2.14 -0.03
O -2.67 0.51 -1.51
H -2.21 1.07 -2.21
H 3.05 -1.35 2.64
O 1.34 -3.20 -0.88
H 0.63 -3.35 -1.60
H 0.88 -2.63 -0.33
O 0.33 4.61 -0.84
H -0.03 3.90 -1.23
H -0.24 4.88 -0.19
O 3.37 -0.82 3.51
H -2.52 1.55 0.52
H -0.33 2.02 0.58
O 0.76 2.23 0.17
H 2.64 -0.35 3.69
H 0.48 2.36 -0.78
O 2.93 4.05 0.64
H 0.65 -0.94 1.00
H 3.57 3.96 -0.01
*
```

The molar mass is 215.2 g/mol. The calculation puts the energy relative to the best compared isomer or geometry (same formula, charge and spin) at 124.3 kcal/mol. The value obtained for the electronic energy is -916.62427 a.u.

Mulliken population analysis, charges in e, atoms 1 to 8:
1 O -0.8360
2 H 0.2799
3 H 0.2877
4 O -0.6830
5 H 0.3343
6 H 0.3238
7 O -0.6758
8 H 0.3213


Molecular formula: H23O15S
Method: DFT, ωB97M-V with the def2-TZVPD basis set

```
! RIJCOSX wB97M-V def2-TZVPD def2/J DEFGRID3
* xyz -1 1
O 0.14 -0.77 -0.04
H -0.67 -0.11 0.18
H 0.03 -1.61 0.51
H -0.04 -0.90 -1.05
S -1.79 1.26 1.97
O -2.48 0.46 2.97
O -0.42 1.36 2.39
O -1.89 0.67 0.57
O -2.33 2.54 1.91
O 1.52 2.23 0.95
H 2.44 2.40 1.24
H 0.75 1.98 1.50
O -3.59 0.02 -0.38
H -4.13 0.63 0.15
H -2.70 0.38 -0.24
O -0.13 -3.47 -1.14
H -0.99 -3.78 -0.89
H -0.33 -3.45 -2.03
O 2.81 -1.54 2.19
H 3.07 -2.41 1.72
H 1.88 -1.62 2.55
O 3.65 -0.06 -0.02
H 2.82 -0.03 -0.44
H 3.39 -0.49 0.78
O 0.74 2.50 -1.80
H 1.20 2.64 -0.94
H -0.35 2.26 -1.63
O 1.91 0.20 -2.20
H 1.32 0.87 -2.08
H 2.54 0.66 -2.88
O -2.15 2.38 -1.42
H -2.18 1.72 -0.85
H -2.18 3.14 -0.97
O 0.28 -2.31 2.54
H 0.47 -3.24 2.33
H -0.32 -2.25 3.32
O -0.84 -0.74 -2.43
H -0.51 -0.13 -3.17
H -0.92 -1.42 -3.14
*
```

The molar mass is 295.2 g/mol. The calculation puts the energy relative to the best compared isomer or geometry (same formula, charge and spin) at 40.3 kcal/mol. The value obtained for the electronic energy is -1540.52344 a.u.

Mulliken population analysis, charges in e, atoms 1 to 8:
1 O -0.1884
2 H 0.1781
3 H 0.4426
4 H 0.5004
5 S 1.1358
6 O -0.7604
7 O -0.8818
8 O -0.6494